Entry A
Computed, not measured: C6H8N2 in the gas phase, with ωB97M-V/def2-TZVPD.

Last column: Mulliken charge in e.
Element x y z (Å)
C (2.1943, 0.0537, -0.0608)  0.39
C (3.2227, 0.8182, -0.1932)  -0.41
C (2.1756, -1.3733, 0.1755)  -0.42
C (0.7407, 0.3826, -0.3162)  0.34
C (0.0524, 1.5389, 0.4248)  -1.30
C (-1.2998, -1.1414, 0.0191)  -0.80
N (0.9802, -1.9396, 0.1146)  -0.80
N (0.1186, -0.9401, -0.1694)  0.63
H (3.1208, -1.9629, 0.2662)  0.39
H (0.7491, 0.7390, -1.3421)  0.09
H (0.8560, 2.2086, 0.3833)  0.48
H (-0.0195, 1.5200, 1.5556)  0.29
H (-0.8883, 1.9385, -0.1042)  0.30
H (-1.6428, -2.2063, -0.2303)  0.27
H (-1.6518, -0.9459, 1.1381)  0.25
H (-1.9124, -0.4500, -0.6049)  0.29

Computed properties:
HOMO-LUMO gap = 7.20 eV
charge = 0
M = 108.144 g mol⁻¹

***

Entry B
Computed, not measured: C6H8N2 in the gas phase, with ωB97M-V/def2-TZVPD.

Last column: Mulliken charge in e.
Element x y z (Å)
C (-0.6970, -0.3456, 2.0269)  -0.97
C (-0.3795, 0.2907, 0.6605)  0.58
C (1.6788, 0.9167, -0.8370)  -0.43
C (0.2561, 0.5800, -1.2888)  0.00
C (-0.4034, -0.3574, -0.6590)  0.36
C (-0.8944, -1.5650, -1.0504)  -0.99
H (-0.9014, 0.6926, 2.8112)  0.27
H (0.0185, -1.0203, 2.4460)  0.28
H (-1.8752, -0.6771, 1.9138)  0.30
H (2.1418, 0.0856, -0.3138)  0.23
H (2.2770, 1.4767, -1.4144)  0.32
H (0.2100, 1.0414, -2.3759)  0.31
H (-0.9668, -1.6287, -2.1308)  0.30
H (-1.2791, -2.5779, -0.3485)  0.22
N (0.3179, 1.3450, 0.9591)  -0.49
N (0.4969, 1.7434, -0.3988)  -0.28

Computed properties:
HOMO-LUMO gap = 8.44 eV
charge = 0
M = 108.144 g mol⁻¹
SMILES string = C=C1C(C)=NN2C[C@@H]12

***

Sorted by energy, starting with the most stable: entry A, entry B.

***

Entry A
Computed, not measured: 2 unconnected molecules or ions with the total composition C2H6N6, with ωB97M-V/def2-TZVPD.

Last column: Mulliken charge in e.
Element x y z (Å)
C (1.1823, -2.0299, 2.7046)  -0.32
C (0.6651, -1.3642, 1.8432)  0.00
N (-0.0272, 1.5551, -1.4763)  -0.88
N (-0.8675, 1.5439, -0.5032)  0.65
N (-0.5470, -1.0314, -1.3600)  -0.84
N (-0.5037, 1.5874, 0.7060)  -0.63
N (-0.4325, -1.3604, -0.1522)  0.62
N (0.4643, -0.9330, 0.6434)  -0.46
H (1.3678, -2.0990, 3.7478)  0.30
H (-0.4571, 1.4772, -2.3894)  0.28
H (-1.8870, 1.4178, -0.6237)  0.25
H (0.2046, -0.4058, -1.6862)  0.38
H (0.4846, 1.6860, 0.8043)  0.32
H (-1.1407, -2.1506, 0.1222)  0.33

Computed properties:
HOMO-LUMO gap (alpha / beta) = 8.17 / 8.17 eV
charge = 0
M = 114.112 g mol⁻¹

***

Entry B
Computed, not measured: C2H6N6 in the gas phase, with ωB97M-V/def2-TZVPD.

Last column: Mulliken charge in e.
Element x y z (Å)
C (0.8454, -0.5619, -0.2590)  0.35
C (-1.0449, 0.6369, 0.0988)  0.43
H (0.3693, -1.4856, 2.1072)  0.30
H (0.9180, 0.0040, 2.6100)  0.29
H (2.4062, -1.2690, -1.0545)  0.22
H (0.9034, 0.1197, -2.3697)  0.29
H (-1.4229, 0.6491, -1.8320)  0.30
H (-2.5066, 1.7090, 0.0092)  0.24
N (0.0343, -0.4342, 2.1106)  -0.96
N (-0.0521, -0.0808, 0.7394)  0.42
N (1.9357, -1.1915, -0.1645)  -0.65
N (0.3198, -0.0755, -1.4550)  -0.19
N (-0.6152, 0.9394, -1.2783)  -0.38
N (-2.0904, 1.0404, 0.7377)  -0.65

Computed properties:
HOMO-LUMO gap = 9.63 eV
charge = 0
M = 114.112 g mol⁻¹
SMILES string = [H]/N=c1\[nH][nH]/c(=N\[H])n1N

***

Entry C
Computed, not measured: C2H6N6 in the gas phase, with ωB97M-V/def2-TZVPD.

Last column: Mulliken charge in e.
Element x y z (Å)
C (-0.0787, -0.1146, -1.8822)  -0.12
C (1.6092, -0.4733, -0.1890)  0.16
N (0.8958, 0.0386, -1.0558)  -0.25
N (-1.3747, -0.1927, -1.5154)  -0.38
N (-1.6467, -0.5707, -0.3415)  0.10
N (-2.9277, -0.8066, -0.0036)  -0.50
N (2.1432, 1.1628, 1.5524)  -0.65
N (2.1297, -0.1611, 0.9728)  -0.02
H (-0.1066, 0.0566, -2.9130)  0.40
H (-3.5900, -0.2124, -0.4194)  0.25
H (-3.0852, -1.0631, 0.9665)  0.23
H (1.5467, 1.6855, 0.9105)  0.25
H (1.6021, 1.2136, 2.4366)  0.25
H (2.8829, -0.5627, 1.4810)  0.26

Computed properties:
HOMO-LUMO gap (alpha / beta) = 7.12 / 7.27 eV
charge = 0
M = 114.112 g mol⁻¹

***

Sorted by energy, starting with the most stable: entry B, entry C, entry A.

***

Entry A
Computed, not measured: 6 unconnected molecules or ions with the total composition C12H36O6S6, with ωB97M-V/def2-TZVPD.

Last column: Mulliken charge in e.
Element x y z (Å)
C (-1.4301, 2.7844, 2.6570)  -0.56
S (-0.0941, 1.9134, 3.5340)  0.50
O (1.1209, 1.8194, 2.6030)  -0.57
C (0.1729, 3.2574, 4.6580)  -0.89
H (-2.2341, 3.0824, 3.2510)  0.56
H (-1.9021, 2.2084, 2.0360)  -0.23
H (-0.9231, 3.6004, 2.2060)  0.24
H (-0.9041, 3.6054, 5.0150)  0.30
H (0.6619, 3.8644, 3.9600)  0.30
H (1.0279, 2.9784, 5.3720)  0.35
C (-3.9151, 0.2354, 0.8070)  -0.51
S (-5.1961, 0.8854, -0.2820)  0.45
O (-6.3921, 1.0854, 0.6650)  -0.63
C (-4.4841, 2.5694, -0.3340)  -0.86
H (-3.6601, 0.8794, 1.7230)  0.17
H (-2.9841, 0.0024, 0.4310)  0.12
H (-4.3181, -0.8246, 1.1240)  0.34
H (-3.6091, 2.8284, -1.0530)  0.24
H (-4.1901, 3.0734, 0.5180)  0.30
H (-5.3661, 3.2584, -0.5890)  0.38
C (0.2679, 0.7634, -4.6600)  -1.34
S (-0.2171, -0.3986, -3.4500)  0.68
O (-1.0541, -1.4516, -4.2580)  -0.73
C (1.3719, -1.1746, -3.2340)  -1.05
H (0.6419, 0.3784, -5.4430)  0.58
H (0.7429, 1.5874, -4.2830)  0.37
H (-0.6491, 1.2264, -4.9930)  0.38
H (1.7719, -1.5186, -4.1640)  0.47
H (1.3319, -2.0856, -2.6240)  0.28
H (2.0139, -0.4526, -2.8310)  0.34
C (1.9099, -6.5556, -0.2630)  -1.03
S (2.8379, -5.2426, 0.4440)  0.81
O (2.7149, -5.5686, 1.9580)  -0.70
C (4.3549, -5.9656, 0.0000)  -1.06
H (0.8549, -6.3066, -0.1800)  0.31
H (1.9389, -7.5246, 0.2230)  0.38
H (2.0329, -6.6436, -1.4530)  0.30
H (4.4829, -6.0986, -1.1300)  0.32
H (4.5009, -6.9316, 0.4150)  0.39
H (5.1639, -5.2626, 0.3260)  0.29
C (1.0929, -2.3326, 2.1590)  -1.09
S (1.6909, -1.0456, 1.0820)  0.51
O (2.4009, -1.8486, 0.0040)  -0.62
C (0.1799, -0.6296, 0.3760)  -0.75
H (0.7599, -1.8076, 3.0410)  0.34
H (1.8179, -2.9476, 2.5640)  0.49
H (0.3989, -3.0726, 1.6420)  0.25
H (-0.4211, -0.1256, 1.0810)  0.14
H (-0.1901, -1.3886, -0.1750)  0.69
H (0.4209, 0.0224, -0.3420)  0.00
C (1.4909, 2.9824, -1.3030)  -0.66
S (-0.1261, 3.4954, -1.8570)  0.44
O (-1.0681, 2.3904, -1.5590)  -0.44
C (-0.4471, 4.8414, -0.6970)  -0.94
H (2.0529, 3.7544, -1.4690)  0.63
H (1.8129, 1.9244, -1.6280)  0.06
H (1.2889, 2.7684, -0.1290)  0.04
H (-1.5861, 4.9494, -0.4650)  0.26
H (-0.0341, 5.5244, -1.3140)  0.51
H (0.0709, 4.6634, 0.2860)  0.16

Computed properties:
HOMO-LUMO gap = 8.78 eV
charge = 0
M = 468.816 g mol⁻¹

***

Entry B
Computed, not measured: 6 unconnected molecules or ions with the total composition C12H36O6S6, with ωB97M-V/def2-TZVPD.

Last column: Mulliken charge in e.
Element x y z (Å)
C (1.3905, 1.5089, -3.8532)  -0.54
S (0.4009, 0.5555, -5.0340)  0.48
O (0.9316, 0.9142, -6.3904)  -0.63
C (-1.2114, 1.3596, -4.8356)  -0.76
H (0.9875, 1.3287, -2.8575)  -0.16
H (1.5380, 2.5672, -4.0664)  0.36
H (2.4125, 1.1247, -3.8846)  0.39
H (-1.6675, 1.1741, -3.8621)  0.17
H (-1.9235, 0.7910, -5.4515)  0.35
H (-1.3153, 2.3701, -5.2257)  0.33
C (-4.3277, 0.9064, 1.2089)  -0.73
S (-5.5472, 0.9087, -0.1134)  0.45
O (-4.8368, 0.7887, -1.4349)  -0.59
C (-6.2900, -0.7308, 0.1828)  -0.91
H (-3.5418, 1.6064, 0.9595)  0.19
H (-4.0462, -0.1376, 1.3277)  0.22
H (-4.9120, 1.2273, 2.0724)  0.41
H (-6.8795, -0.7263, 1.1019)  0.36
H (-5.4707, -1.4300, 0.3319)  0.30
H (-6.9658, -0.7898, -0.6642)  0.32
C (4.3878, -4.6442, 3.6696)  -0.90
S (4.0502, -5.4693, 2.0791)  0.42
O (2.5913, -5.7893, 2.1194)  -0.54
C (4.2002, -4.0125, 1.0234)  -0.42
H (5.4569, -4.6663, 3.9084)  0.38
H (3.9281, -5.1528, 4.5164)  0.34
H (4.0865, -3.5971, 3.7249)  0.24
H (5.1565, -3.4989, 1.0412)  0.42
H (3.3487, -3.3663, 1.2512)  -0.25
H (3.9688, -4.3711, 0.0170)  0.36
C (-1.1155, 0.9644, -1.1446)  -0.33
S (0.2911, 0.5626, -0.0737)  0.40
O (-0.1963, 0.0737, 1.2440)  -0.58
C (1.1010, -0.8461, -0.8785)  -0.72
H (-2.0011, 1.1775, -0.5557)  -0.21
H (-1.2904, 0.1424, -1.8391)  0.31
H (-0.8687, 1.8784, -1.6848)  0.35
H (0.3874, -1.6578, -0.6802)  0.20
H (2.0519, -1.0858, -0.4213)  0.22
H (1.0640, -0.7529, -1.9629)  0.36
C (0.9322, -1.9881, 3.1383)  -0.66
S (0.5102, -3.7353, 3.2413)  0.53
O (-0.5536, -3.8657, 4.3040)  -0.68
C (-0.1729, -3.9872, 1.5759)  -0.81
H (1.6702, -1.9290, 2.3420)  0.03
H (1.2257, -1.7262, 4.1521)  0.42
H (0.0569, -1.3803, 2.9244)  0.26
H (-0.7184, -3.0605, 1.3846)  0.17
H (-0.8959, -4.8044, 1.6021)  0.41
H (0.5450, -4.3255, 0.8334)  0.29
C (-0.5462, 5.9842, 0.4303)  -0.85
S (0.9461, 4.9629, 0.0390)  0.51
O (0.7318, 4.2592, -1.2896)  -0.57
C (2.1454, 6.2851, -0.2562)  -0.96
H (-0.7133, 6.6051, -0.4461)  0.29
H (-0.3461, 6.5408, 1.3409)  0.36
H (-1.3027, 5.2198, 0.5765)  0.24
H (2.1250, 6.9186, 0.6386)  0.35
H (1.8619, 6.8837, -1.1190)  0.29
H (3.1748, 5.9373, -0.2782)  0.32

Computed properties:
HOMO-LUMO gap = 8.24 eV
charge = 0
M = 468.816 g mol⁻¹

***

Sorted by energy, starting with the most stable: entry B, entry A.